1.
A structure of composition C15H28F3N4OPPdS in a non-equilibrium geometry. Source: OMol25; level of theory: ωB97M-V/def2-TZVPD.

The multiplicity is 1. The largest force on an atom is 2.4 eV Å⁻¹. The net charge is +2. The energy is -2049.1869 Eh.

CARTESIAN COORDINATES (ANGSTROEM)
Pd1 -0.37254 -0.43511 0.63308
N1 -3.75734 -0.23391 1.31438
C1 -4.58224 -0.01011 0.08178
C2 -4.51704 -1.27941 -0.75532
C3 -3.10714 -1.56251 -1.28062
N2 -2.19774 -1.99711 -0.19412
C4 -2.52864 -0.34811 -2.01902
C5 -2.70364 1.00869 -1.31782
N3 -1.67894 1.19129 -0.27962
C6 -4.09314 1.19639 -0.70622
H1 -4.14834 -1.02211 1.84258
H2 -3.74944 0.59169 1.92318
H3 -2.77304 -0.49021 0.99988
H4 -5.60904 0.17499 0.40508
H5 -5.18194 -1.16361 -1.61052
H6 -4.89174 -2.12821 -0.18022
H7 -3.19904 -2.37501 -2.01132
H8 -1.36824 -2.39661 -0.64622
H9 -2.62224 -2.77271 0.31428
H10 -3.01704 -0.29261 -2.99112
H11 -1.45784 -0.51741 -2.18662
H12 -2.56794 1.78029 -2.08592
H13 -1.92454 1.97669 0.32308
H14 -0.79324 1.46299 -0.72172
H15 -4.80814 1.38229 -1.50552
H16 -4.09814 2.08989 -0.07882
F1 3.30496 -3.47921 -1.65632
C7 3.97086 -2.56761 -0.94162
F2 4.03026 -1.45091 -1.69592
F3 5.21726 -2.99301 -0.78562
C8 3.28826 -2.28331 0.37548
C9 3.95496 -2.39321 1.58318
C10 3.28366 -2.06271 2.75578
C11 1.97066 -1.62491 2.67898
N4 1.31786 -1.54111 1.52388
C12 1.95356 -1.85381 0.37548
S1 1.00326 -1.64251 -1.04562
H17 4.98776 -2.71311 1.60058
H18 3.76846 -2.13351 3.71598
H19 1.43786 -1.32481 3.57208
C13 3.42376 2.04309 1.51408
P1 2.30536 2.26149 0.09168
C14 3.25926 1.91079 -1.41682
C15 1.80536 4.01549 0.02648
O1 1.06016 1.41279 0.21048
H20 4.18226 2.81929 1.51518
H21 3.91266 1.07299 1.45518
H22 2.85276 2.09409 2.43948
H23 4.06046 2.63459 -1.54022
H24 2.60326 1.95479 -2.28282
H25 3.69456 0.91589 -1.36112
H26 2.67886 4.65609 0.07178
H27 1.14386 4.24249 0.86038
H28 1.27596 4.19969 -0.90662

2.
A cluster of 4 separate species, C15H28F6NO8PS5 in total in a non-equilibrium geometry. Source: OMol25; level of theory: ωB97M-V/def2-TZVPD.

The multiplicity is 1. The largest force on an atom is 2.4 eV Å⁻¹. The energy is -4176.3879 Eh.

CARTESIAN COORDINATES (ANGSTROEM)
C1 4.78693 -3.93437 2.98789
C2 4.29898 -2.65846 2.30584
S1 4.39454 -1.25607 3.43958
C3 3.17051 -0.21054 2.59432
N1 2.86484 0.99674 3.39954
P1 4.04451 2.25274 3.09798
S2 5.66817 2.08172 4.12877
C4 1.57552 1.52611 3.09775
O1 0.77432 1.81034 3.94337
O2 1.29832 1.81842 1.74631
C5 0.47897 0.91950 1.10093
O3 0.90469 -0.02567 0.48584
C6 -1.02729 1.23460 1.11579
F1 -1.16309 2.54688 1.38716
F2 -1.52028 1.02591 -0.09480
C7 -1.86597 0.45230 2.18397
F3 -2.00575 1.18217 3.27312
F4 -3.08909 0.26347 1.65133
C8 -1.35663 -0.95342 2.53081
F5 -0.28252 -0.86611 3.32791
F6 -1.04669 -1.61032 1.42694
C9 -2.45100 -1.76132 3.29272
O4 -3.01602 -2.68804 2.77585
O5 -2.68092 -1.33064 4.55517
H1 5.80411 -4.14350 2.69797
H2 4.20184 -4.78415 2.67744
H3 4.73583 -3.84843 4.06201
H4 4.87704 -2.47577 1.41299
H5 3.27658 -2.79512 1.97697
H6 3.51613 0.04347 1.59621
H7 2.28946 -0.81917 2.47177
H8 4.28867 2.29245 1.71258
H9 3.33112 3.42221 3.40943
H10 -2.21536 -1.89930 5.17471
C10 0.04298 4.22478 -0.91504
S3 0.89143 3.64487 -2.38952
O6 2.29767 4.11688 -2.29885
C11 0.03803 4.71098 -3.55167
H11 0.46393 3.69795 -0.06344
H12 0.19512 5.29668 -0.78860
H13 -1.02004 3.99865 -0.99579
H14 0.19622 5.75293 -3.27251
H15 -1.02420 4.46845 -3.55202
H16 0.45133 4.52164 -4.53942
C12 -5.42704 -2.77510 -2.49588
S4 -3.75036 -3.13558 -1.95432
O7 -3.63593 -4.61150 -1.84391
C13 -3.94679 -2.49195 -0.28891
H17 -5.53578 -3.14014 -3.51475
H18 -6.13838 -3.28371 -1.84549
H19 -5.59164 -1.69766 -2.47404
H20 -4.75877 -3.01493 0.21576
H21 -4.15340 -1.42220 -0.33885
H22 -3.02166 -2.66110 0.24675
C14 0.27439 -0.07303 -3.83333
S5 0.32499 0.39335 -5.56846
O8 -0.23420 1.76880 -5.66381
C15 -0.96421 -0.73974 -6.10202
H23 0.98342 0.55548 -3.29853
H24 -0.72959 0.08787 -3.43948
H25 0.56146 -1.11962 -3.73087
H26 -1.88391 -0.53263 -5.55480
H27 -0.63898 -1.76530 -5.92829
H28 -1.12661 -0.58377 -7.16609

3.
A cluster of 2 separate species, C15H28I2N2O7PS in total in a non-equilibrium geometry. Source: OMol25; level of theory: ωB97M-V/def2-TZVPD.

The multiplicity is 1. The largest force on an atom is 7.3 eV Å⁻¹. The net charge is -1. The energy is -2559.3903 Eh.

CARTESIAN COORDINATES (ANGSTROEM)
C1 -0.59612 2.15164 0.44991
C2 0.17444 1.60325 -0.86705
O1 -0.56215 1.33376 -1.88684
N1 1.63819 1.50538 -0.81396
C3 2.31709 1.84566 -2.08105
C4 2.15223 1.13472 -3.51143
O2 3.09697 2.88040 -2.06835
P1 2.25561 0.05296 0.01746
C5 1.42640 -1.27191 -1.08104
C6 0.50357 -2.33173 -0.29495
C7 -0.99120 -1.79280 0.05776
I1 -1.18452 -1.69427 2.24266
C8 2.78106 1.20242 1.47246
C9 3.72877 2.43418 1.07942
O3 3.15403 3.58130 0.92727
I2 5.88514 2.38333 0.77717
O4 3.74772 0.18507 -0.90691
C10 4.72224 -0.88014 -0.70192
C11 4.34406 -1.45545 0.77733
N2 4.95586 -2.77221 1.15566
O5 2.94787 -1.21121 1.04994
H1 -1.09820 1.32230 1.06514
H2 0.11878 2.77663 1.12565
H3 -1.44498 2.89462 0.15663
H4 3.16941 0.68656 -3.80680
H5 1.26279 0.42082 -3.60888
H6 1.95662 1.99343 -4.27695
H7 1.02397 -0.07563 0.80211
H8 0.80377 -0.86422 -1.95487
H9 2.29108 -1.88734 -1.56824
H10 0.33534 -3.22335 -1.03168
H11 0.96899 -2.79393 0.64442
H12 -1.80421 -2.51582 -0.31994
H13 -1.21835 -0.74300 -0.33804
H14 1.80635 1.63670 1.93937
H15 3.28275 0.60388 2.33713
H16 4.57803 -1.71167 -1.48426
H17 5.79301 -0.43343 -0.77458
H18 4.89389 -0.68201 1.46428
H19 5.91218 -2.77641 0.74692
H20 5.12310 -2.71777 2.18353
C12 -5.75019 -0.07777 2.01590
C13 -6.50438 0.83798 1.05003
C14 -5.69133 0.90929 -0.24343
S1 -4.78967 -0.63180 -0.35258
O6 -3.37832 -0.34731 -0.24168
O7 -5.33535 -1.42833 -1.43032
C15 -5.35393 -1.30116 1.20113
H21 -6.36327 -0.35124 2.87789
H22 -4.85434 0.43270 2.38553
H23 -7.49245 0.41313 0.84154
H24 -6.65875 1.83352 1.47397
H25 -6.33471 1.01485 -1.11832
H26 -4.96517 1.72428 -0.21521
H27 -4.55961 -1.88745 1.66458
H28 -6.22009 -1.93542 0.99650

What is the multiplicity in the second record?
1

What did the first record say?
A structure of composition C15H28F3N4OPPdS in a non-equilibrium geometry. Source: OMol25; level of theory: ωB97M-V/def2-TZVPD.

The multiplicity is 1. The largest force on an atom is 2.4 eV Å⁻¹. The net charge is +2. The energy is -2049.1869 Eh.

CARTESIAN COORDINATES (ANGSTROEM)
Pd1 -0.37254 -0.43511 0.63308
N1 -3.75734 -0.23391 1.31438
C1 -4.58224 -0.01011 0.08178
C2 -4.51704 -1.27941 -0.75532
C3 -3.10714 -1.56251 -1.28062
N2 -2.19774 -1.99711 -0.19412
C4 -2.52864 -0.34811 -2.01902
C5 -2.70364 1.00869 -1.31782
N3 -1.67894 1.19129 -0.27962
C6 -4.09314 1.19639 -0.70622
H1 -4.14834 -1.02211 1.84258
H2 -3.74944 0.59169 1.92318
H3 -2.77304 -0.49021 0.99988
H4 -5.60904 0.17499 0.40508
H5 -5.18194 -1.16361 -1.61052
H6 -4.89174 -2.12821 -0.18022
H7 -3.19904 -2.37501 -2.01132
H8 -1.36824 -2.39661 -0.64622
H9 -2.62224 -2.77271 0.31428
H10 -3.01704 -0.29261 -2.99112
H11 -1.45784 -0.51741 -2.18662
H12 -2.56794 1.78029 -2.08592
H13 -1.92454 1.97669 0.32308
H14 -0.79324 1.46299 -0.72172
H15 -4.80814 1.38229 -1.50552
H16 -4.09814 2.08989 -0.07882
F1 3.30496 -3.47921 -1.65632
C7 3.97086 -2.56761 -0.94162
F2 4.03026 -1.45091 -1.69592
F3 5.21726 -2.99301 -0.78562
C8 3.28826 -2.28331 0.37548
C9 3.95496 -2.39321 1.58318
C10 3.28366 -2.06271 2.75578
C11 1.97066 -1.62491 2.67898
N4 1.31786 -1.54111 1.52388
C12 1.95356 -1.85381 0.37548
S1 1.00326 -1.64251 -1.04562
H17 4.98776 -2.71311 1.60058
H18 3.76846 -2.13351 3.71598
H19 1.43786 -1.32481 3.57208
C13 3.42376 2.04309 1.51408
P1 2.30536 2.26149 0.09168
C14 3.25926 1.91079 -1.41682
C15 1.80536 4.01549 0.02648
O1 1.06016 1.41279 0.21048
H20 4.18226 2.81929 1.51518
H21 3.91266 1.07299 1.45518
H22 2.85276 2.09409 2.43948
H23 4.06046 2.63459 -1.54022
H24 2.60326 1.95479 -2.28282
H25 3.69456 0.91589 -1.36112
H26 2.67886 4.65609 0.07178
H27 1.14386 4.24249 0.86038
H28 1.27596 4.19969 -0.90662